(w)
Molecular formula: C7H12
Method: DFT, ωB97M-V/def2-TZVPD

Computed properties:
M ... 96.17 g mol⁻¹
Frontier orbital gap (spin up / spin down) ... 4.145 / 6.722 eV
Net charge ... -1
<S²> ... 0.7621
Multiplicity ... 2

Atoms and positions in Å:
C 0.6850 1.9692 0.9529
C 1.0387 0.6300 0.3036
C 2.3234 0.4596 -0.1975
C -0.7492 -0.2103 -1.0614
C -0.0237 -0.3509 0.1277
C -0.0865 -1.6687 0.8824
C -2.1812 -0.6453 -1.2293
H -0.1182 1.8654 1.6884
H 1.5841 2.3867 1.4040
H 0.3406 2.6299 0.1493
H 2.4674 0.1537 -1.2304
H 3.1835 0.9026 0.3057
H -0.1648 0.0658 -1.9434
H -0.3777 -2.5529 0.3036
H 0.7498 -1.8038 1.5735
H -0.9128 -1.6218 1.6176
H -2.4637 -1.4204 -0.5071
H -2.8202 0.1981 -0.9152
H -2.4743 -0.9868 -2.2244

---

(x)
Molecular formula: C7H12
Method: DFT, ωB97M-V/def2-TZVPD

Computed properties:
M ... 96.17 g mol⁻¹
Frontier orbital gap (spin up / spin down) ... 2.667 / 7.685 eV
Net charge ... -1
<S²> ... 0.7539
Multiplicity ... 2

Atoms and positions in Å:
C -2.7863 1.4272 0.9127
C -1.8406 0.4522 1.6051
C -0.7492 -0.1444 0.6961
C 0.2579 0.4990 0.0735
C 1.5202 -0.1524 -0.2206
C 1.6572 -0.7239 -1.4649
C 2.8641 -1.4137 -1.8459
H -2.6845 2.4114 1.2275
H -2.7124 1.4199 -0.1599
H -3.8132 1.1902 1.1865
H -2.5332 -0.3433 2.2650
H -1.3233 0.7739 2.4766
H -0.7102 -1.2723 0.7130
H 0.1543 1.5087 -0.0264
H 2.2315 -0.0901 0.5372
H 0.8518 -0.4556 -2.1961
H 2.8751 -2.4140 -1.5403
H 3.7666 -1.2694 -1.3615
H 2.9742 -1.4033 -2.8778

---

What should be chosen as the least stable of them? Choose (x).

---

(w)
Molecular formula: C11H21N
Method: DFT, ωB97M-V/def2-TZVPD

Computed properties:
M ... 167.30 g mol⁻¹
Frontier orbital gap ... 9.156 eV
Net charge ... 0

Atoms and positions in Å:
C 1.5273 3.2657 0.5039
C 1.3716 1.8897 -0.1386
C 0.2166 1.0840 0.5166
C 0.4566 0.7773 1.9920
C -0.5481 -0.3589 2.2251
C -0.7741 -1.0093 0.8932
C -0.3534 -2.4855 0.7024
C -0.0104 -2.8165 -0.7529
C -0.6613 -1.8596 -1.7267
C -0.2259 -0.4072 -1.4377
C -1.2453 0.5111 -2.0676
N 0.0551 -0.2371 -0.0416
H 1.9522 3.1921 1.5393
H 2.2908 3.9077 -0.0438
H 0.6329 3.9013 0.5067
H 1.0799 2.0602 -1.1798
H 2.2975 1.2653 -0.1725
H -0.7096 1.6559 0.4219
H 0.2783 1.6088 2.6390
H 1.4891 0.4549 2.1742
H -1.5003 0.0639 2.5923
H -0.1862 -1.0151 2.9777
H -1.8714 -0.9552 0.6840
H 0.5972 -2.6230 1.2788
H -1.1030 -3.1409 1.1112
H -0.2206 -3.8725 -0.9623
H 1.0581 -2.7090 -0.9204
H -1.7298 -1.9807 -1.7238
H -0.2920 -2.0581 -2.7651
H 0.7350 -0.2804 -1.9356
H -1.3945 0.1546 -3.1392
H -2.2434 0.4445 -1.5865
H -0.9689 1.5721 -2.1644

---

(x)
Molecular formula: C11H21N
Method: DFT, ωB97M-V/def2-TZVPD

Computed properties:
M ... 167.30 g mol⁻¹
Frontier orbital gap ... 8.445 eV
Net charge ... 0

Atoms and positions in Å:
C 2.8001 -0.6933 -2.1025
C 1.6834 -0.0493 -1.3090
C 1.1342 -0.8126 -0.1750
C 0.3562 -2.1659 -0.4899
C -0.6316 -2.2006 0.6446
C -1.0207 -0.7740 0.8000
C -2.3354 -0.3329 0.0674
C -2.3466 1.1335 -0.3394
C -1.4460 1.9328 0.6232
C 0.0204 1.4283 0.5852
C 0.7421 1.7613 1.9104
N 0.0219 -0.0116 0.3515
H 2.2451 -1.3659 -2.8174
H 3.2741 0.1348 -2.6869
H 3.4559 -1.2955 -1.4451
H 2.0320 0.8826 -0.9236
H 0.9160 0.2313 -2.0290
H 2.0000 -0.8832 0.4475
H 0.9094 -3.0366 -0.5146
H -0.1877 -1.9375 -1.4099
H -0.0681 -2.5108 1.6039
H -1.6478 -2.7311 0.4319
H -1.2934 -0.5249 1.8297
H -2.5104 -0.9521 -0.7618
H -3.1563 -0.4383 0.8519
H -3.3750 1.6865 -0.2964
H -2.0360 1.1402 -1.4039
H -1.7469 1.9209 1.6565
H -1.4599 2.9779 0.2500
H 0.6922 1.8503 -0.1075
H 0.8262 2.7767 2.1912
H 0.3067 1.3664 2.7751
H 1.8458 1.4924 1.7918

---

What should be chosen as the least stable of them? Choose (x).

---

(w)
Molecular formula: C3H4N4O2
Method: DFT, ωB97M-V/def2-TZVPD

Computed properties:
M ... 128.09 g mol⁻¹
Frontier orbital gap ... 9.918 eV
Net charge ... 0

Atoms and positions in Å:
H 1.7457 0.4118 -2.4180
N 1.3639 -0.1603 -1.6353
C 0.1632 0.2558 -1.2790
O -0.5793 1.2586 -1.7725
N -1.7330 1.3667 -0.9856
C -1.6274 0.4707 -0.0578
N -0.4906 -0.3065 -0.1541
N 0.1826 -1.1013 0.7718
C 0.6915 -0.3877 1.8605
O 0.1606 0.5122 2.4182
H -2.4630 0.1979 0.6483
H 0.9781 -1.6376 0.3340
H 1.6078 -0.8804 2.2693

---

(x)
Molecular formula: C3H4N4O2
Method: DFT, ωB97M-V/def2-TZVPD

Computed properties:
M ... 128.09 g mol⁻¹
Frontier orbital gap ... 8.469 eV
Net charge ... 0

Atoms and positions in Å:
N -2.7501 -0.8136 -0.2119
N -1.3892 -1.1190 -0.0359
C -0.5407 -0.0974 -0.0127
N -0.7955 1.3279 -0.1903
C 0.3877 1.7866 0.0790
O 1.4769 1.0246 -0.0708
C 1.0506 -0.2608 0.0130
N 1.7238 -1.3401 0.0881
O 3.0163 -0.7586 -0.1765
H -3.3838 -1.3903 0.6097
H -2.9944 0.2607 -0.0366
H 0.5362 2.9623 0.1522
H 3.6621 -1.5822 -0.2073

---

What should be chosen as the least stable of them? Choose (x).

---

(w)
Molecular formula: C5H6N2O2
Method: DFT, ωB97M-V/def2-TZVPD

Computed properties:
M ... 126.11 g mol⁻¹
Frontier orbital gap ... 9.486 eV
Net charge ... 0

Atoms and positions in Å:
C -1.3303 -1.0746 1.3469
C 0.2673 -1.8994 0.2149
C -0.0385 2.1372 -0.6499
C 1.0845 1.1770 -0.5571
C 0.1760 0.8309 -1.4357
N -0.2839 -0.8485 2.1063
N 0.6744 -1.3957 1.3258
O -1.0919 -1.7441 0.2349
O -0.2344 -0.0007 -2.3933
H -2.3889 -1.0488 1.6676
H -0.7468 2.0255 0.0951
H -0.0728 3.0377 -1.1013
H 1.5708 -1.4331 1.5711
H 1.9728 1.0089 0.0095
H 0.4419 -0.7724 -2.4349

---

(x)
Molecular formula: C5H6N2O2
Method: DFT, ωB97M-V/def2-TZVPD

Computed properties:
M ... 126.11 g mol⁻¹
Frontier orbital gap ... 9.449 eV
Net charge ... 0

Atoms and positions in Å:
C -1.9771 -0.5634 0.5848
C -2.7401 0.4763 0.2688
C -1.9744 -0.2854 -1.6903
C 1.4651 -1.1921 0.2160
C 2.5664 1.0779 0.2666
N -1.4829 -1.0302 -0.6702
N 1.8630 -0.0378 -0.1854
O 2.7066 -1.2843 -0.3519
O -2.6699 0.7181 -1.0842
H -1.7418 -1.0396 1.5767
H -3.3923 0.8350 1.0058
H -0.9566 -1.8318 -0.8278
H 2.4482 1.3518 1.3217
H 2.2115 1.9284 -0.4827
H 3.6744 0.8770 0.0521

---

(y)
Molecular formula: C5H6N2O2
Method: DFT, ωB97M-V/def2-TZVPD

Computed properties:
M ... 126.11 g mol⁻¹
Frontier orbital gap ... 7.344 eV
Net charge ... 0

Atoms and positions in Å:
C -1.0764 -0.4747 0.0789
C 0.7202 0.4427 0.9139
C 0.4083 1.2794 -0.3714
C 0.0286 -0.2335 -0.8959
C 1.4095 -0.4534 -0.0117
H -2.3886 -1.3694 -1.1815
H -2.3639 -2.0895 0.5458
H 1.2691 0.7794 1.6116
H 1.2513 1.7388 -0.9572
H -1.6325 1.4242 -1.3110
H -0.3445 -0.4525 -1.8819
N -2.1272 -1.1976 -0.1614
N -0.6501 -0.2156 1.2421
O -0.5532 2.0288 -0.0933
O 2.3918 -1.2165 -0.2409

---

What should be chosen as the least stable of them? Choose (y).

---

(w)
Molecular formula: C23H33AsCl4FeN6O3
Method: DFT, ωB97M-V/def2-TZVPD

Computed properties:
M ... 714.14 g mol⁻¹
Frontier orbital gap (spin up / spin down) ... 7.640 / 6.099 eV
Net charge ... +1
<S²> ... 8.7745
Multiplicity ... 6

Atoms and positions in Å:
Fe -0.1295 0.8726 0.0066
Cl -5.4391 5.6421 0.0958
C -3.9875 4.8183 0.4723
C -3.0190 5.4459 1.2812
Cl -3.3398 6.9812 1.9580
C -1.8003 4.8293 1.4993
Cl -0.5961 5.6085 2.4362
C -1.4850 3.5656 0.9416
O -0.3234 3.0506 1.0078
C -2.5597 2.8432 0.2414
O -2.3773 1.6518 -0.1499
C -3.7594 3.5464 -0.0191
Cl -4.9253 2.7875 -1.0322
C -1.0999 1.0510 -5.3130
C 0.1250 0.5770 -4.8691
C 0.3954 0.5967 -3.5113
N -0.4799 1.0167 -2.6019
C -1.6547 1.4678 -3.0331
C -2.0006 1.5261 -4.3743
H -1.3399 1.0417 -6.3655
H 0.8502 0.1848 -5.5650
H 1.3489 0.2595 -3.1311
H -2.3434 1.7704 -2.2588
H -2.9571 1.9226 -4.6730
C 0.7518 0.3925 4.6833
As 0.3916 1.7932 3.3044
C -1.3751 2.2998 3.9928
C 1.4993 3.2557 4.0438
H 0.5976 0.7872 5.6855
H 1.7722 0.0208 4.5948
H 0.0539 -0.4259 4.5207
H -1.2802 2.8580 4.9247
H -1.9520 1.3943 4.1672
H -1.9165 2.9099 3.2748
H 1.0443 3.6815 4.9372
H 1.6189 4.0381 3.3001
H 2.4890 2.8825 4.2944
C 0.3254 -4.4129 -2.3190
C -0.5774 -3.1892 -2.3982
N -0.0536 -2.2180 -1.4660
C 1.2832 -1.9252 -1.4278
N 1.6260 -0.8406 -0.8034
C 3.0286 -0.4884 -0.6958
C 3.8601 -1.0672 -1.8423
C 3.5709 -2.5589 -1.9335
N 2.1425 -2.7973 -2.0047
C 1.7330 -3.9950 -2.7140
H -0.0335 -5.2038 -2.9744
H 0.3334 -4.7844 -1.2935
H -1.5996 -3.4356 -2.1073
H -0.5996 -2.8019 -3.4269
H -0.6429 -1.4312 -1.2170
H 3.4187 -0.8564 0.2613
H 3.0919 0.6036 -0.6870
H 4.9239 -0.9103 -1.6652
H 3.5931 -0.5804 -2.7828
H 3.9909 -3.0693 -1.0572
H 4.0308 -2.9836 -2.8294
H 2.4382 -4.7974 -2.4759
H 1.7924 -3.8207 -3.7971
C 0.7279 -3.7692 2.7876
N 0.4311 -2.3772 2.5475
C -0.6628 -1.8702 1.9563
N -1.6496 -2.6968 1.5602
O -0.7585 -0.6437 1.7852
H 1.7545 -3.8508 3.1359
H 0.6270 -4.3405 1.8631
H 0.0713 -4.2017 3.5464
H 1.0965 -1.6782 2.8423
H -1.6454 -3.6901 1.6945
H -2.4670 -2.2621 1.1715

---

(x)
Molecular formula: C23H33AsCl4FeN6O3
Method: DFT, ωB97M-V/def2-TZVPD

Computed properties:
M ... 714.14 g mol⁻¹
Frontier orbital gap (spin up / spin down) ... 7.803 / 6.795 eV
Net charge ... +1
<S²> ... 8.7762
Multiplicity ... 6

Atoms and positions in Å:
Fe -0.3879 0.4727 -0.3283
Cl -7.2737 -0.6083 -0.7279
C -5.7440 0.1487 -0.6543
C -5.6701 1.5837 -0.6413
Cl -7.1150 2.4920 -0.7521
C -4.4617 2.2200 -0.5381
Cl -4.3271 3.9333 -0.5055
C -3.2572 1.4675 -0.4430
O -2.1171 1.9733 -0.2791
C -3.3302 0.0143 -0.5543
O -2.2335 -0.6108 -0.5778
C -4.6020 -0.6100 -0.6112
Cl -4.6393 -2.3297 -0.6421
C -0.9073 0.4241 4.6274
C -1.2856 1.5085 3.8493
C -1.1649 1.4137 2.4740
N -0.6895 0.3163 1.8658
C -0.3371 -0.7268 2.6196
C -0.4299 -0.7143 4.0007
H -0.9893 0.4658 5.7057
H -1.6801 2.4109 4.2955
H -1.4679 2.2258 1.8253
H 0.0241 -1.5969 2.0836
H -0.1360 -1.5847 4.5703
C 0.2432 4.0793 -0.6521
As 0.2067 2.5359 -1.8344
C -0.9522 3.2626 -3.2133
C 1.9451 2.7624 -2.6833
H 0.5176 4.9671 -1.2209
H 0.9668 3.9239 0.1468
H -0.7517 4.2122 -0.2300
H -0.5013 4.1699 -3.6129
H -1.9162 3.5016 -2.7654
H -1.1018 2.5460 -4.0190
H 2.0071 3.7556 -3.1267
H 2.0923 2.0161 -3.4632
H 2.7266 2.6483 -1.9331
C 0.0960 -4.9885 0.5961
C -1.1391 -4.1917 0.2415
N -0.7350 -2.8154 0.0043
C 0.3719 -2.5064 -0.7269
N 0.5513 -1.2564 -1.0984
C 1.7181 -0.9295 -1.9136
C 2.1760 -2.1018 -2.7552
C 2.4187 -3.2761 -1.8356
N 1.2499 -3.5068 -0.9940
C 1.0524 -4.8946 -0.5727
H -0.1458 -6.0312 0.7959
H 0.5565 -4.5625 1.4907
H -1.8714 -4.1956 1.0474
H -1.6187 -4.6249 -0.6438
H -1.4850 -2.1357 -0.0899
H 2.5416 -0.5922 -1.2725
H 1.4543 -0.0871 -2.5533
H 3.0907 -1.8557 -3.2950
H 1.4056 -2.3575 -3.4866
H 3.3007 -3.0991 -1.2113
H 2.5974 -4.1868 -2.4088
H 2.0296 -5.2997 -0.3048
H 0.6726 -5.4802 -1.4165
C 4.8615 1.3461 2.0661
N 3.7889 1.0648 1.1306
C 2.4916 1.3944 1.3051
N 2.1523 1.9445 2.4945
O 1.6546 1.1878 0.4125
H 5.7811 0.9230 1.6731
H 4.6714 0.8796 3.0342
H 5.0139 2.4186 2.2050
H 4.0122 0.7207 0.2127
H 2.8310 2.2108 3.1830
H 1.1938 2.2149 2.6312

---

What should be chosen as the least stable of them? Choose (w).

---

(w)
Molecular formula: C4H5N3S
Method: DFT, ωB97M-V/def2-TZVPD

Computed properties:
M ... 127.17 g mol⁻¹
Frontier orbital gap ... 9.653 eV
Net charge ... 0

Atoms and positions in Å:
C 1.5026 -1.2815 1.6964
C 1.0342 -1.6065 0.6320
C -1.0386 0.1380 -0.2672
C -0.0451 -0.4464 -1.3735
N 0.3540 3.0343 0.8629
N -0.3010 2.2946 0.3241
N -0.9161 1.5423 -0.3392
S 0.3573 -2.1485 -0.8244
H 1.6614 -1.1504 2.7137
H -2.1462 0.0339 -0.4961
H -0.7247 -0.3173 0.6864
H -0.5205 -0.2634 -2.3093
H 0.7827 0.1710 -1.3057

---

(x)
Molecular formula: C4H5N3S
Method: DFT, ωB97M-V/def2-TZVPD

Computed properties:
M ... 127.17 g mol⁻¹
Frontier orbital gap ... 8.242 eV
Net charge ... 0

Atoms and positions in Å:
C -1.0464 -0.0255 -0.0294
C -0.5586 1.3149 0.2869
C 0.7788 1.1953 0.1066
C 2.4387 -0.7319 0.2356
H -2.8831 -1.5067 -0.5831
H -1.0717 2.3212 0.1341
H 1.7880 1.6096 -0.0928
H 2.3639 -1.9445 1.2483
H 4.2084 -0.4697 -0.4827
N 1.0358 -0.1491 0.2350
N 3.4035 0.0679 -0.5801
N -0.0368 -0.8909 0.1398
S -2.8061 -0.2326 -0.1491

---

(y)
Molecular formula: C4H5N3S
Method: DFT, ωB97M-V/def2-TZVPD

Computed properties:
M ... 127.17 g mol⁻¹
Frontier orbital gap ... 8.222 eV
Net charge ... 0

Atoms and positions in Å:
C -0.6002 -1.0459 1.7287
N 0.1675 -0.2354 0.7259
N 1.3194 0.3949 1.3466
N 1.9324 1.2219 0.5483
C 1.3733 1.4380 -0.7544
C 0.4985 0.7178 -1.3848
C -0.3554 -0.1383 -0.5766
S -1.8075 -0.9233 -0.8948
H 0.1332 -1.0649 2.5639
H -1.5350 -0.6952 1.7514
H -0.8197 -2.0056 1.2169
H 1.6939 2.1654 -1.3104
H 0.0158 0.8728 -2.3282

---

What should be chosen as the least stable of them? Choose (x).

---

(w)
Molecular formula: C2H6NO2P
Method: DFT, ωB97M-V/def2-TZVPD

Computed properties:
M ... 107.05 g mol⁻¹
Frontier orbital gap ... 9.497 eV
Net charge ... 0

Atoms and positions in Å:
C 0.3387 0.6535 -0.9905
C 0.4324 -0.4419 -0.2041
N 0.4451 -0.3851 1.2616
P -1.6673 -0.5619 1.6400
O -2.0832 -1.8989 1.2491
O -1.9977 0.4081 0.4175
H 0.3523 1.6540 -0.5395
H 0.2878 0.5613 -1.9666
H 0.1734 -1.4704 -0.4144
H 0.3531 0.6440 1.5991
H 1.2906 -0.8693 1.6365
H -2.3912 -0.0055 -0.4238

---

(x)
Molecular formula: C2H6NO2P
Method: DFT, ωB97M-V/def2-TZVPD

Computed properties:
M ... 107.05 g mol⁻¹
Frontier orbital gap ... 8.906 eV
Net charge ... 0

Atoms and positions in Å:
C 1.2383 0.0705 0.9928
N 0.1801 0.4920 0.0519
O 0.8069 0.5614 -1.2618
P -1.1734 -0.5249 0.0818
C -2.0736 0.0260 -1.6585
O -3.1329 0.4009 -1.7095
H 2.1200 0.6128 0.7420
H 0.9536 0.3580 1.9825
H 1.2539 -1.0910 1.0341
H 1.1309 1.4824 -1.4968
H -0.8037 -0.7183 1.4912
H -0.5001 -1.6698 -0.2498

---

What should be chosen as the least stable of them? Choose (x).

---

(w)
Molecular formula: C6H13NO3
Method: DFT, ωB97M-V/def2-TZVPD

Computed properties:
M ... 147.17 g mol⁻¹
Frontier orbital gap ... 11.305 eV
Net charge ... 0

Atoms and positions in Å:
C -4.1311 0.2734 -3.2075
C -3.1794 -0.8783 -2.9347
O -2.8221 -1.5517 -4.1466
C -1.9326 -0.4291 -2.1714
C -1.0022 -1.5733 -1.7882
O -0.4569 -2.1897 -2.9461
C 0.2010 -1.2065 -0.9134
C -0.0525 -0.2793 0.1906
N -0.1549 0.5855 0.9587
H -5.0168 -0.0779 -3.7533
H -4.4574 0.7265 -2.2616
H -3.6340 1.0531 -3.8049
H -3.6967 -1.6446 -2.3373
H -2.5699 -0.8985 -4.8087
H -1.3788 0.3061 -2.7790
H -2.2630 0.0918 -1.2607
H -1.5901 -2.3193 -1.2242
H -1.2031 -2.3539 -3.5473
H 0.6175 -2.1317 -0.4895
H 1.0304 -0.7929 -1.5072
O 0.9994 -0.1577 -4.4848
H 0.5795 -0.8964 -4.0107
H 0.2880 0.2826 -5.0086

---

(x)
Molecular formula: C6H13NO3
Method: DFT, ωB97M-V/def2-TZVPD

Computed properties:
M ... 147.17 g mol⁻¹
Frontier orbital gap ... 9.202 eV
Net charge ... 0

Atoms and positions in Å:
C -0.2407 -3.3407 0.1548
C -0.9230 -2.3566 0.7349
C -2.3463 -2.4702 1.1854
C -0.2935 -1.0293 0.9687
O -0.9069 -0.0811 1.4235
O 0.9922 -0.9557 0.6390
H 0.7894 -3.2160 -0.1358
H -0.6947 -4.3014 -0.0333
H -2.7495 -3.4530 0.9542
H -2.4155 -2.2961 2.2591
H -2.9534 -1.7060 0.7007
H 1.3206 -0.0368 0.8228
N 0.9171 2.5455 -2.6451
C 0.7472 1.7585 -1.4843
C 1.1910 2.5462 -0.0028
O 1.1725 1.7020 1.1238
H 1.8809 2.7763 -2.8592
H 0.3417 3.3778 -2.6660
H 1.3595 0.8571 -1.5276
H -0.2524 1.8773 -0.9851
H 2.2298 2.8550 -0.1446
H 0.5870 3.4492 0.1578
H 0.2468 1.4977 1.3592

---

What should be chosen as the least stable of them? Choose (x).